[1]
90
Properties=species:S:1:pos:R:3:forces:R:3:mulliken_charge:R:1 method="wB97M-V/def2-TZVPD" largest_force_ev_per_a=2.7 homo_lumo_gap_ev=5.285 relative_energy_kcal_mol=0.0 lumo_energy_ev=-1.330 molar_mass_g_mol=884.9
Sr -18.173986 -0.645671 34.575180 -2.1681 -1.2713 -0.7664 1.754
Sr -17.504814 -3.160705 31.038484 -2.5522 0.6819 0.6395 1.677
S -24.347911 -3.750400 34.263623 0.9510 0.2801 -0.8258 1.098
S -11.888910 -3.595899 35.370882 0.5377 1.1016 -0.0513 1.039
O -15.168326 -2.827589 40.766245 0.0926 0.0007 0.2137 -0.582
O -18.252937 -5.522254 30.836073 1.0944 0.3929 -0.2167 -0.654
O -13.212277 -3.361568 36.265943 0.9178 0.3711 0.4798 -0.314
O -12.527368 -2.954861 33.985894 0.5194 -1.0778 1.4796 -0.389
O -10.827071 -2.758466 35.854589 -1.3232 -0.5597 -0.5142 -0.543
O -18.588057 -2.503466 36.403278 0.6993 0.0618 -1.7278 -0.662
O -20.044569 -8.380907 40.431715 -0.3867 -0.0377 0.0913 -0.612
O -25.411184 -3.256883 35.087484 0.9036 -0.4893 -0.3149 -0.570
O -19.192806 1.481006 35.517634 0.8112 -0.0945 0.4355 -0.613
O -20.006739 -4.516954 40.372526 0.4794 0.2828 0.1061 -0.546
O -19.658356 -2.139663 30.228659 1.0264 -0.2961 0.3883 -0.997
O -22.950232 -2.968041 34.660872 -1.9573 -0.2338 -0.6303 -0.218
O -24.526239 -3.831670 32.839300 0.1803 0.3188 1.3881 -0.536
O -11.637795 -4.986153 35.217926 -0.4241 0.1527 -0.2652 -0.533
O -20.059017 -0.495915 32.861548 1.8425 -0.8570 0.8969 -0.867
O -17.248693 -2.955269 33.601637 -0.4394 0.7243 -0.5843 -0.911
O -15.802188 -0.992703 39.830535 -0.0258 0.2002 0.0834 -0.581
O -20.923697 -4.306529 38.460594 -0.0313 0.1935 -0.5873 -0.406
O -23.789730 -5.184003 34.697942 -0.9230 -0.4973 0.1576 -0.390
N -18.338163 -7.342537 39.374502 0.0822 1.1424 -0.2442 0.147
N -20.379660 -3.840395 39.437393 -1.3453 -0.5417 0.7205 0.927
N -20.010434 -6.868799 31.186527 0.0327 -0.2680 0.1254 0.218
N -19.967471 2.043981 37.587233 0.0389 1.5502 -0.7943 0.186
N -15.563863 -2.183085 39.823539 -0.1411 -0.2794 0.0573 0.950
C -20.196619 -2.380594 39.517909 1.4813 0.5180 -0.0688 -0.714
C -18.192025 -3.726101 35.836366 0.4574 -0.0973 -0.3697 0.850
C -22.049936 -3.811946 35.322341 1.5223 -1.4253 0.3326 0.588
C -13.930776 -2.750515 34.171766 -0.2599 1.0612 -0.9237 0.084
C -19.712663 2.283031 36.297521 -0.3045 -1.2425 -0.6402 -0.082
C -18.004633 -3.964587 34.273148 0.3192 0.8976 0.2177 0.037
C -15.805973 -2.923034 38.554411 -0.0210 0.8286 -0.0482 -0.137
C -21.012801 -1.294429 32.233971 -0.1141 1.6322 -0.5821 -0.297
C -17.975434 -6.464818 38.270214 -0.1796 -0.0967 -0.7707 -0.768
C -19.079158 -6.331827 30.411721 -0.9051 0.1285 0.5977 -0.083
C -14.379661 -3.355640 35.467525 -0.7737 -1.0994 -0.1652 0.405
C -19.483942 0.907439 38.357557 -0.9951 0.5041 0.0369 -0.824
C -20.769053 3.019066 38.319361 0.3010 -0.5509 1.1941 -0.947
C -22.793414 -5.124537 35.714403 0.0653 2.2689 0.3120 -0.255
C -20.592837 -2.389186 31.228850 1.0476 -0.4401 0.9945 0.794
C -19.630811 -7.711411 39.509244 0.5324 -0.5311 0.3392 0.155
C -17.342490 -7.569012 40.415335 -0.3085 0.5434 -0.7838 -0.957
C -21.098943 -7.638565 30.598604 0.2997 -0.3425 -0.0868 -0.995
C -19.928622 -6.757614 32.659161 -0.5060 -0.4662 -1.2864 -0.827
H -15.996333 -2.135901 37.831101 -0.0407 -0.2910 -0.2205 0.070
H -20.036755 -7.751740 33.095509 -0.0108 -0.0748 -0.1019 0.349
H -22.030065 -7.509864 31.146509 0.1623 0.0574 0.2650 0.299
H -18.994944 -4.168227 33.834767 -0.0636 0.4829 -0.2872 -0.504
H -20.245965 -7.413533 38.650660 -0.1677 0.1968 -0.0094 0.349
H -17.414163 -4.878007 34.100997 -0.2956 -0.4339 0.6745 0.208
H -17.823137 -8.155897 41.190353 0.2841 -0.0011 0.1526 0.363
H -23.187535 -4.933773 36.714066 -0.4657 -0.7056 -0.0593 0.345
H -16.711158 -3.509408 38.685377 0.1585 -0.2136 -0.0165 0.031
H -20.403317 0.444484 38.714589 0.1859 -0.7215 -0.0685 0.375
H -20.801909 -6.169281 32.936369 0.4408 0.4234 0.5925 0.321
H -21.787382 2.667479 38.508557 0.0891 -0.1950 -0.1071 0.321
H -14.074280 -1.667341 34.230634 0.0337 -0.0091 -0.0515 0.278
H -21.310668 -7.300876 29.585760 0.2076 -0.0342 -0.0365 0.382
H -20.785144 -1.816381 38.811293 -0.1644 -0.4579 -0.3525 0.214
H -17.906687 -7.093545 37.379427 0.5357 0.2886 -0.2395 0.358
H -18.862628 0.256953 37.754294 -0.0971 -0.1620 0.0698 0.176
H -18.875608 -4.542564 36.119340 -0.1207 -0.0997 0.1512 -0.128
H -20.254130 3.078139 39.284321 -0.3971 0.5142 0.0753 0.304
H -21.227671 -4.148124 34.678067 -0.0757 0.6907 -0.3425 -0.609
H -18.663265 -5.660599 37.990061 -0.6287 -0.3633 0.5597 -0.020
H -15.200559 -2.771041 35.871812 0.3702 0.3057 0.4241 -0.322
H -20.852609 4.011221 37.886482 0.3834 -0.1329 -0.3767 0.352
H -20.800048 -8.688242 30.594370 -0.3870 -0.1112 -0.0649 0.344
H -21.675148 -1.725652 32.993199 -0.0609 -0.5396 -0.1764 -0.023
H -17.066641 -5.884946 38.430087 0.3425 -0.6441 0.2500 0.322
H -17.187375 -4.047368 36.172816 0.1057 0.0887 0.6168 -0.304
H -21.546338 -2.846235 30.918562 0.0006 0.0689 -0.5062 0.247
H -21.668487 -0.626013 31.642824 -0.0801 0.0591 -0.0434 0.315
H -14.474801 -3.103036 33.304933 -0.0457 -0.2956 -0.0090 0.085
H -22.177172 -6.010658 35.650319 -0.0119 -0.0600 0.0456 0.331
H -19.134278 -2.326714 39.259501 -0.1236 0.5448 -0.2684 0.102
H -14.901185 -3.488046 38.355244 -0.1843 -0.2400 -0.0516 0.303
H -16.467827 -8.044975 39.968251 -0.0697 -0.3459 0.2020 0.305
H -20.149068 -3.162368 31.892532 0.0947 -0.7027 0.5736 -0.848
H -18.988925 1.253487 39.266749 0.3904 0.0904 -0.2465 0.291
H -20.097923 3.209214 35.860275 -0.0661 0.2517 0.5082 0.357
H -21.619362 -3.272535 36.164268 -0.0705 -0.1505 0.0403 0.081
H -20.286880 -1.958846 40.514922 -0.2783 -0.6565 0.2177 0.384
H -17.007037 -6.583017 40.746636 -0.0570 -0.1357 0.4997 0.321
H -19.130841 -6.652534 29.370058 0.0387 0.1905 -0.2197 0.427
H -14.789136 -4.372085 35.447333 0.2917 -0.0050 -0.5285 0.177
H -18.934567 -6.385870 32.875174 -0.3033 0.4865 0.4258 0.172



[2]
12
Properties=species:S:1:pos:R:3:forces:R:3:mulliken_charge:R:1 method="wB97M-V/def2-TZVPD" largest_force_ev_per_a=2.9 homo_lumo_gap_ev=9.415 relative_energy_kcal_mol=107.1 lumo_energy_ev=0.194 molar_mass_g_mol=132.1
S 0.642738 -1.638002 -0.426916 -0.2782 0.2703 -0.0409 -0.107
O 2.070980 0.651189 -0.300640 0.2184 0.2936 -0.3284 -0.196
O -2.730976 0.223389 -0.032253 -0.0568 0.2599 -0.0251 -0.364
N -1.824423 -0.827724 -0.129992 -1.5483 -0.1796 0.2169 -0.442
N 0.971936 1.493026 -0.361133 1.1067 0.2124 -0.1661 -0.389
C 1.895708 -0.574372 0.357009 0.7597 -0.7395 -1.2252 -0.411
C -0.649757 -0.413837 -0.209838 2.8572 0.2213 -0.3215 0.493
C -0.184650 1.010174 -0.289106 -2.6643 -0.4253 0.3710 0.000
H 1.543181 -0.364844 1.323211 -0.2699 0.1226 1.6182 0.364
H 2.896367 -1.099064 0.365908 -1.2413 0.6199 -0.0432 0.292
H -1.035318 1.730586 -0.332912 1.0445 -0.3970 -0.0209 0.415
H -3.595790 -0.190524 0.036661 0.0724 -0.2588 -0.0348 0.345



[3]
48
Properties=species:S:1:pos:R:3:forces:R:3:mulliken_charge:R:1 method="wB97M-V/def2-TZVPD" largest_force_ev_per_a=2.3 homo_lumo_gap_ev=8.412 relative_energy_kcal_mol=127.7 lumo_energy_ev=-0.458 molar_mass_g_mol=288.2
O -1.059000 10.282000 14.852000 0.8533 -0.4418 1.1182 -0.731
O 1.507000 8.056000 15.786000 0.3068 0.1780 0.2519 -0.701
O -2.271000 9.166000 12.355000 -0.3127 0.3588 -0.3254 -0.584
O -0.970000 8.786000 20.433000 -0.9786 -0.6622 -2.0107 -0.670
O -4.047000 5.976000 17.075000 -1.5143 0.8541 -0.9491 -0.645
O -4.381000 8.536000 15.353000 0.6733 -1.0069 -0.8609 -0.773
O -1.938000 5.530000 19.258000 -0.6771 1.2806 -0.0750 -0.680
O -0.128000 6.309000 14.240000 1.2008 -0.1397 -0.4500 -0.693
O -3.759000 10.862000 13.983000 -0.6620 0.1942 0.0342 -0.598
O -1.763000 7.856000 15.974000 1.6163 -0.4940 0.5221 0.915
O -2.909000 8.070000 18.601000 0.2060 1.4514 0.6172 -0.580
O -2.789000 6.665000 13.256000 0.9631 0.0891 1.0944 -0.556
O -1.524000 5.026000 16.267000 -0.0386 -1.2953 0.4183 -0.714
O -3.228000 10.620000 17.301000 0.0492 0.0100 0.9429 -0.575
O -0.364000 9.540000 17.788000 -0.3043 -0.6089 0.4641 -0.541
O 0.424000 6.444000 17.837000 -0.3773 0.8212 0.3206 -0.520
H -2.662000 8.092000 15.833000 -1.3477 0.4176 -0.0075 -0.026
H -4.838000 7.731000 15.085000 -0.2321 0.3425 0.1589 0.196
H -4.963000 6.308000 17.038000 0.4559 -0.0041 -0.4735 0.255
H 0.120000 6.019000 13.363000 0.6846 -0.3221 -0.1747 0.300
H -1.373000 5.738000 18.508000 0.3647 0.1897 -0.4487 0.254
H 0.887000 7.620000 16.376000 0.0420 -0.1903 0.0314 0.239
H -4.075000 5.613000 17.938000 0.6375 -1.1354 1.7045 0.278
H 1.098000 7.844000 14.945000 -0.0891 0.0970 -0.4304 0.438
H 0.454000 9.215000 18.158000 0.5609 -0.0790 -0.1695 0.220
H -2.339000 5.459000 16.529000 0.2129 0.3831 -0.3200 0.426
H -4.940000 9.058000 15.900000 -0.8274 0.5781 1.0415 0.289
H -4.163000 10.119000 14.470000 0.2483 0.6997 -0.5115 0.328
H -3.684000 6.555000 13.520000 -1.0573 -0.2881 0.2897 0.150
H -0.417000 9.383000 20.884000 1.0294 1.1230 0.9848 0.291
H -3.271000 7.381000 18.084000 -0.7917 -1.0226 -1.3252 0.282
H -1.736000 4.632000 19.406000 0.2128 -1.6898 0.4770 0.306
H 0.854000 7.109000 18.385000 -0.0905 0.0025 0.2038 0.261
H -2.365000 8.422000 12.963000 0.2538 0.0711 -0.1857 0.364
H -3.296000 11.081000 18.153000 -0.2894 0.2806 -0.4666 0.302
H -1.038000 9.148000 19.503000 0.0421 -0.4341 1.2211 0.392
H -2.755000 6.463000 12.341000 -0.0785 -0.3186 -1.4180 0.255
H -1.820000 10.328000 14.288000 -0.6457 0.2729 -0.5576 0.303
H -2.333000 7.576000 19.174000 0.4638 -0.1637 0.9623 0.434
H -0.295000 10.482000 17.868000 -0.0754 1.0051 -0.4559 0.231
H -1.692000 8.896000 11.642000 0.2442 -0.1424 0.0649 0.296
H -1.504000 8.214000 16.843000 -0.2775 -0.1845 -0.3717 -0.104
H -1.039000 6.489000 14.082000 -1.5479 0.4882 0.4282 0.294
H -0.870000 5.684000 16.033000 -0.1575 0.3881 -0.1874 0.332
H -2.846000 9.797000 17.646000 -0.0796 -0.3335 -0.3338 0.225
H -1.235000 9.518000 15.447000 0.3671 0.7514 -0.8809 0.311
H 0.973000 5.684000 17.968000 0.4920 -0.9213 -0.1525 0.242
H -4.404000 11.583000 13.920000 0.2715 -0.4498 0.1902 0.282